Below is a cluster of 2 separate species, C5H10NS in total in a non-equilibrium geometry, with properties calculated with ωB97M-V with the def2-TZVPD basis set.

Properties
frontier orbital gap: 0.2167 hartree
molar mass: 116.21 Da
total charge: -1
energy above the lowest of the compared OMol25 structures with the same formula, charge and spin: 30.6 kJ/mol
energy: -649.41349 hartree
lowest unoccupied orbital energy: 0.131 Ha
E_HOMO: -2.34 eV

Geometry (Å):
C  -1.2190  1.6858  -2.3945
C  -0.6999  1.5187  -0.9719
S  1.0600  1.9697  -0.8091
H  -0.5760  1.0971  -3.0536
H  -1.1938  2.7213  -2.7301
H  -2.2472  1.2885  -2.5092
H  -0.8985  0.4743  -0.6825
H  -1.2502  2.1743  -0.2876
C  0.7813  -0.7901  0.8944
C  1.1640  -0.1803  2.0186
C  0.3727  -2.9734  1.4482
N  0.0010  -1.9564  0.7776
H  1.1921  -0.4178  -0.0513
H  0.8568  -0.5492  2.9940
H  1.6610  0.7736  1.9142
H  -0.0722  -3.9222  1.1506
H  1.0677  -2.9139  2.2923

Below is the ion C5H10NS with charge +1 in a non-equilibrium geometry, with properties calculated with ωB97M-V with the def2-TZVPD basis set.

Properties
frontier orbital gap: 0.3871 hartree
molar mass: 116.21 Da
SMILES string: C=C1[NH2+][C@@H](S)[C@@H]1C
total charge: +1
energy above the lowest of the compared OMol25 structures with the same formula, charge and spin: 338.9 kJ/mol
energy: -649.09630 hartree
lowest unoccupied orbital energy: -0.125 Ha
E_HOMO: -13.95 eV

Geometry (Å):
C  0.4778  -0.7685  -0.0182
C  1.5229  -1.5177  0.2103
C  0.1953  0.6619  0.4162
C  -1.4356  0.2861  -0.2475
C  1.0255  1.7998  -0.1250
N  -0.8284  -1.1209  -0.6564
S  -2.8496  0.0361  0.5786
H  1.5275  -2.5646  -0.1136
H  2.3889  -1.1310  0.6757
H  0.1495  0.8337  1.4537
H  -1.5858  0.6151  -1.3001
H  2.1366  1.7503  0.2740
H  0.5234  2.7854  0.1729
H  1.0913  1.8903  -1.2073
H  -1.0723  -1.1883  -1.6316
H  -1.1811  -2.0266  -0.1854
H  -2.0858  -0.3413  1.7038

Below is the ion C5H10NS with charge +1 in a non-equilibrium geometry, with properties calculated with ωB97M-V with the def2-TZVPD basis set.

Properties
frontier orbital gap: 0.3612 hartree
molar mass: 116.21 Da
SMILES string: C=C1SCC[N@H+]1C
total charge: +1
energy above the lowest of the compared OMol25 structures with the same formula, charge and spin: 250.2 kJ/mol
energy: -649.13007 hartree
lowest unoccupied orbital energy: -0.123 Ha
E_HOMO: -13.18 eV

Geometry (Å):
C  1.3873  -0.7313  0.0516
C  1.7806  -1.9594  -0.2051
C  -0.4998  0.7861  0.8823
C  0.5499  1.7447  0.3803
C  -0.7506  -0.3653  -1.3748
N  -0.3888  -0.4607  0.1428
S  2.1276  0.7548  0.3157
H  2.8040  -2.1574  -0.3048
H  1.2139  -2.9210  -0.0924
H  -0.2570  0.5771  1.8903
H  -1.4473  1.3069  0.6794
H  0.1698  2.0829  -0.6532
H  0.5694  2.5361  1.1168
H  -0.9407  0.6375  -1.6598
H  0.0422  -0.8025  -1.9469
H  -1.6067  -0.9948  -1.5176
H  -0.8348  -1.3489  0.4959

Below is a cluster of 2 separate species, C5H10NS in total in a non-equilibrium geometry, with properties calculated with ωB97M-V with the def2-TZVPD basis set.

Properties
frontier orbital gap: 0.3197 hartree
molar mass: 116.21 Da
total charge: +1
energy above the lowest of the compared OMol25 structures with the same formula, charge and spin: 443.3 kJ/mol
energy: -649.05654 hartree
lowest unoccupied orbital energy: -0.185 Ha
E_HOMO: -13.73 eV

Geometry (Å):
C  2.2055  -1.3967  -0.4592
C  2.2544  -0.7350  -1.4596
C  -0.1468  -0.7899  1.0385
C  0.5951  0.3431  1.6048
C  -1.6896  0.4031  -0.6155
N  -0.5705  -0.6506  -0.3736
S  -0.5068  -2.2369  1.6916
H  2.5776  -2.0029  0.3362
H  2.0010  -0.0439  -2.1594
H  1.5605  -0.0298  1.9376
H  0.2571  0.6856  2.6011
H  0.5408  1.2556  1.0284
H  -2.4530  0.0716  0.2414
H  -1.0976  1.2726  -0.4337
H  -2.1906  0.0699  -1.5164
H  0.3271  -0.4366  -0.8473
H  -0.8363  -1.5930  -0.7398

Below is a cluster of 2 separate species, C5H10NS in total in a non-equilibrium geometry, with properties calculated with ωB97M-V with the def2-TZVPD basis set.

Properties
frontier orbital gap: 0.3250 hartree
molar mass: 116.21 Da
total charge: +1
energy above the lowest of the compared OMol25 structures with the same formula, charge and spin: 427.8 kJ/mol
energy: -649.06244 hartree
lowest unoccupied orbital energy: -0.173 Ha
E_HOMO: -13.56 eV

Geometry (Å):
C  -0.5979  0.2024  0.8623
C  -1.7580  -0.2351  0.4824
C  0.4961  2.1960  -1.8539
C  2.0430  -0.7267  1.2035
C  -2.8232  -0.7269  1.3823
N  1.4723  1.6202  -1.3029
S  0.8722  0.6989  0.9943
H  -2.0962  -0.1041  -0.5312
H  0.5400  2.5728  -2.8796
H  -0.5375  1.9458  -1.6876
H  1.7355  -1.6311  1.6689
H  2.8297  -0.5072  1.9201
H  -3.4560  -1.3411  0.7835
H  -3.4046  0.1583  1.7229
H  -2.3634  -1.2925  2.2075
H  2.4315  1.9270  -1.5036
H  2.5626  -0.9693  0.2534

Below is the ion C5H10NS with charge +1 in a non-equilibrium geometry, with properties calculated with ωB97M-V with the def2-TZVPD basis set.

Properties
frontier orbital gap (alpha / beta): 0.3010 / 0.1867 hartree
molar mass: 116.21 Da
<S²>: 2.01
total charge: +1
energy above the lowest of the compared OMol25 structures with the same formula, charge and spin: 185.7 kJ/mol
2S+1: 3
energy: -648.98592 hartree
lowest unoccupied orbital energy (alpha / beta): -0.125 / -0.334 Ha
E_HOMO (alpha / beta): -11.60 / -14.17 eV

Geometry (Å):
C  -0.0245  0.2316  -0.7390
C  0.3087  -1.1444  -1.3366
C  1.3212  0.2740  -0.1029
C  1.7407  1.1601  0.9800
C  -1.4776  0.2566  -0.0221
N  -1.6570  -1.0215  0.6072
S  1.9786  -1.1692  -0.6021
H  -0.1020  1.0825  -1.5218
H  0.2792  -1.1072  -2.4271
H  1.7343  2.2194  0.8478
H  2.6739  0.8371  1.2671
H  0.9887  0.6736  1.6898
H  -2.1185  0.5159  -0.7426
H  -0.3638  -1.9207  -0.9681
H  -1.3488  1.1609  0.7477
H  -1.3195  -1.0183  1.5830
H  -2.6136  -1.0304  0.7396